Entry 1:
C41H31IN3O2OsP as an isolated structure, computed with ωB97M-V/def2-TZVPD.

Summary:
- Kohn-Sham gap (eV) = 6.256
- HOMO level (eV) = -13.3
- relative energy (zero: lowest compared OMol25 entry of this formula, charge and spin) (kcal per mole) = 0.0
- largest force on an atom (eV/Å) = 0.77

The geometry in ORCA input format:
```
! wB97M-V def2-TZVPD RIJCOSX def2/J DEFGRID3
* xyz 2 1
Os -0.777 0.420 -0.918
I 1.091 0.941 -2.678
C 2.942 0.175 -1.997
C 3.965 0.921 -2.509
C 5.300 0.517 -2.333
C 5.549 -0.654 -1.684
C 4.498 -1.451 -1.166
C 4.831 -2.707 -0.601
C 3.860 -3.553 -0.157
C 2.523 -3.122 -0.180
C 2.136 -1.890 -0.652
P 0.376 -1.539 -0.279
C 0.238 -1.764 1.523
C -1.028 -1.559 2.077
C -1.251 -1.769 3.427
C -0.206 -2.174 4.247
C 1.060 -2.347 3.714
C 1.284 -2.142 2.358
C -0.429 -3.021 -0.979
C -0.891 -4.077 -0.199
C -1.537 -5.152 -0.798
C -1.720 -5.179 -2.173
C -1.250 -4.130 -2.958
C -0.611 -3.056 -2.362
C 3.137 -1.033 -1.248
H 3.763 1.821 -3.077
H 6.101 1.121 -2.736
H 6.564 -1.014 -1.568
H 5.875 -2.990 -0.563
H 4.102 -4.532 0.233
H 1.777 -3.796 0.227
H -1.855 -1.239 1.452
H -2.240 -1.615 3.840
H -0.379 -2.345 5.302
H 1.883 -2.646 4.350
H 2.284 -2.279 1.965
H -0.764 -4.059 0.877
H -1.892 -5.972 -0.188
H -2.218 -6.019 -2.637
H -1.380 -4.156 -4.032
H -0.248 -2.239 -2.979
O 1.083 7.892 -0.248
C 1.145 6.700 0.357
O 1.829 6.530 1.322
C 0.321 5.564 -0.210
C -0.711 5.716 -1.133
C -1.437 4.619 -1.572
C -1.112 3.360 -1.094
C -0.069 3.207 -0.179
C 0.631 4.300 0.277
N -1.801 2.154 -1.388
C -3.006 2.077 -1.817
C -3.597 0.744 -1.806
C -4.895 0.513 -2.207
C -5.436 -0.759 -2.047
C -4.656 -1.741 -1.467
C -3.351 -1.444 -1.099
N -2.807 -0.233 -1.275
H 0.579 7.874 -1.069
H -0.991 6.693 -1.507
H -2.237 4.757 -2.288
H 1.246 1.722 0.155
H 1.415 4.204 1.020
H -3.599 2.943 -2.090
H -5.477 1.322 -2.628
H -6.451 -0.966 -2.357
H -5.035 -2.738 -1.295
H -2.723 -2.200 -0.656
N 0.247 1.851 0.303
C -0.023 1.682 1.724
C 0.980 1.224 2.557
C 0.710 1.068 3.909
C -0.545 1.383 4.409
C -1.541 1.843 3.559
C -1.286 1.992 2.206
H 1.964 0.991 2.161
H 1.487 0.714 4.573
H -0.746 1.275 5.467
H -2.516 2.098 3.953
H -2.051 2.371 1.539
*
```

=====

Entry 2:
C22H21BF2N2ORh as an isolated structure, computed with ωB97M-V/def2-TZVPD.

Summary:
- Kohn-Sham gap (eV) = 7.222
- HOMO level (eV) = -11.7
- relative energy (zero: lowest compared OMol25 entry of this formula, charge and spin) (kcal per mole) = 37.8
- largest force on an atom (eV/Å) = 0.91

The geometry in ORCA input format:
```
! wB97M-V def2-TZVPD RIJCOSX def2/J DEFGRID3
* xyz 1 1
Rh 1.285 -1.800 0.262
C 0.493 -1.118 -5.507
C 1.463 -0.806 -4.566
C 1.353 -1.303 -3.278
C 0.280 -2.122 -2.946
C -0.700 -2.436 -3.883
C -0.586 -1.927 -5.163
N 0.237 -2.593 -1.610
N -0.534 -3.532 -1.351
C -0.597 -3.844 0.024
C -1.337 -4.960 0.384
C -1.478 -5.299 1.722
C -0.903 -4.504 2.699
C -0.170 -3.369 2.349
C 0.033 -3.049 1.015
H 0.573 -0.730 -6.513
H 2.303 -0.180 -4.836
H 2.105 -1.074 -2.531
H -1.533 -3.064 -3.602
H -1.342 -2.159 -5.900
H -1.800 -5.547 -0.397
H -2.052 -6.172 2.000
H -1.027 -4.752 3.744
H 0.226 -2.735 3.132
F 2.084 -1.091 3.026
B 2.334 -1.816 1.945
F 3.384 -2.624 1.978
C -0.656 6.385 1.195
C -0.425 4.906 1.185
C 0.725 4.365 0.619
C 0.967 3.005 0.608
C 2.241 2.506 -0.009
C 0.001 2.149 1.199
C 0.145 0.734 1.231
O 1.051 0.091 0.655
C -1.175 2.686 1.793
C -2.228 1.822 2.437
C -1.362 4.050 1.765
H 0.091 6.914 0.608
H -0.617 6.762 2.219
H -1.644 6.624 0.801
H 1.457 5.031 0.178
H 2.892 3.344 -0.245
H 2.038 1.956 -0.930
H 2.775 1.830 0.659
H -0.581 0.159 1.806
H -2.669 1.121 1.725
H -3.031 2.445 2.822
H -1.833 1.248 3.277
H -2.258 4.470 2.206
*
```

=====

Entry 3:
A 17-piece molecular cluster, C92H97F15O10 overall at a distorted geometry, computed with ωB97M-V/def2-TZVPD.

Summary:
- Kohn-Sham gap (eV) = 9.099
- HOMO level (eV) = -8.8
- relative energy (zero: lowest compared OMol25 entry of this formula, charge and spin) (kcal per mole) = 49.3
- largest force on an atom (eV/Å) = 6.20

The geometry in ORCA input format:
```
! wB97M-V def2-TZVPD RIJCOSX def2/J DEFGRID3
* xyz 0 1
C 7.644 -0.798 4.625
C 6.308 -0.420 4.186
C 5.277 -0.930 5.002
C 5.565 -1.670 6.128
C 6.868 -1.982 6.522
C 7.890 -1.563 5.738
H 8.461 -0.535 3.969
H 6.157 0.321 3.415
H 4.218 -0.761 4.878
H 4.819 -1.949 6.859
H 7.119 -2.493 7.439
H 8.899 -1.876 5.962
C -4.622 -3.516 5.522
C -4.413 -2.834 6.705
C -4.804 -3.385 7.895
C -5.259 -4.707 7.919
C -5.323 -5.434 6.718
C -4.996 -4.859 5.487
H -4.374 -3.090 4.561
H -3.931 -1.870 6.771
H -4.639 -2.882 8.836
H -5.470 -5.238 8.836
H -5.589 -6.480 6.682
H -4.975 -5.483 4.606
C -4.306 0.333 4.035
C -5.395 0.338 4.904
C -6.502 -0.482 4.590
C -6.473 -1.210 3.387
C -5.429 -1.111 2.519
C -4.279 -0.409 2.885
H -3.405 0.882 4.268
H -5.346 0.976 5.773
H -7.348 -0.539 5.258
H -7.226 -1.914 3.066
H -5.373 -1.734 1.639
H -3.387 -0.342 2.280
C -4.756 3.308 0.107
C -3.793 4.268 -0.095
C -4.164 5.389 -0.847
C -5.405 5.499 -1.443
C -6.273 4.436 -1.381
C -5.985 3.379 -0.515
H -4.552 2.482 0.773
H -2.794 4.127 0.291
H -3.578 6.285 -0.991
H -5.671 6.393 -1.986
H -7.250 4.516 -1.835
H -6.681 2.569 -0.354
C -0.009 -0.130 5.288
C 1.089 -0.118 6.128
C 1.319 -1.156 7.053
C 0.325 -2.161 7.203
C -0.771 -2.169 6.317
C -0.942 -1.153 5.390
H -0.278 0.596 4.535
H 1.892 0.604 6.134
H 2.268 -1.088 7.565
H 0.484 -2.976 7.893
H -1.501 -2.960 6.404
H -1.809 -1.123 4.748
C 5.348 0.885 -4.314
C 6.470 1.694 -3.974
C 6.666 2.224 -2.655
C 5.689 2.041 -1.723
C 4.600 1.288 -2.013
C 4.430 0.723 -3.297
H 5.319 0.481 -5.316
H 7.252 1.908 -4.688
H 7.502 2.829 -2.336
H 5.717 2.596 -0.797
H 3.911 0.960 -1.249
H 3.572 0.084 -3.445
C 2.124 -4.556 3.255
C 2.955 -3.437 3.333
C 3.760 -3.068 2.285
C 3.658 -3.686 1.074
C 2.786 -4.755 0.951
C 1.999 -5.147 2.032
H 1.457 -4.843 4.055
H 2.965 -3.049 4.341
H 4.550 -2.341 2.397
H 4.282 -3.460 0.222
H 2.720 -5.189 -0.036
H 1.250 -5.921 2.112
C -2.985 -4.015 -2.264
C -2.543 -2.723 -2.158
C -3.446 -1.750 -1.784
C -4.774 -2.079 -1.421
C -5.134 -3.436 -1.448
C -4.304 -4.371 -2.014
H -2.200 -4.708 -2.531
H -1.510 -2.470 -2.346
H -3.095 -0.740 -1.631
H -5.580 -1.420 -1.135
H -6.131 -3.794 -1.237
H -4.535 -5.423 -2.090
C -4.422 0.860 -4.944
C -4.241 1.267 -3.653
C -3.375 2.283 -3.304
C -2.622 2.853 -4.344
C -2.852 2.524 -5.655
C -3.743 1.488 -5.939
H -5.215 0.202 -5.269
H -4.686 0.834 -2.769
H -3.264 2.650 -2.295
H -1.892 3.595 -4.056
H -2.301 3.056 -6.416
H -3.831 0.990 -6.893
C 1.582 -1.952 -5.883
C 1.011 -1.261 -4.828
C -0.290 -0.721 -4.965
C -0.997 -0.875 -6.175
C -0.424 -1.611 -7.190
C 0.859 -2.117 -7.060
H 2.591 -2.325 -5.783
H 1.518 -1.208 -3.875
H -0.744 -0.192 -4.140
H -2.039 -0.602 -6.093
H -1.063 -1.811 -8.038
H 1.341 -2.589 -7.904
C -2.656 6.482 -4.278
C -3.684 6.287 -5.227
C -3.307 6.113 -6.570
C -2.015 6.293 -7.010
C -1.080 6.634 -6.013
C -1.356 6.587 -4.666
H -2.911 6.359 -3.236
H -4.687 6.153 -4.849
H -4.050 5.873 -7.317
H -1.814 6.357 -8.070
H -0.026 6.783 -6.196
H -0.623 6.804 -3.903
C 1.461 -6.848 -4.346
C 2.552 -6.731 -5.203
C 3.430 -5.625 -5.052
C 3.157 -4.677 -4.101
C 1.943 -4.711 -3.368
C 1.123 -5.819 -3.461
H 0.811 -7.706 -4.433
H 2.787 -7.553 -5.863
H 4.401 -5.595 -5.526
H 3.837 -3.839 -4.077
H 1.542 -3.898 -2.782
H 0.155 -5.870 -2.984
C 5.979 6.572 3.923
C 4.748 5.630 3.778
O 4.019 5.867 2.587
C 4.461 5.440 1.398
O 5.451 4.663 1.332
C 3.700 5.887 0.171
F 4.595 6.403 -0.680
F 3.122 4.842 -0.441
F 2.838 6.833 0.478
H 6.717 6.401 3.139
H 6.488 6.502 4.885
H 5.745 7.613 3.701
H 4.082 5.924 4.590
H 4.952 4.598 4.061
C -1.615 -5.667 3.039
C -1.815 -5.517 1.502
O -2.339 -6.808 1.008
C -3.683 -6.991 1.014
O -4.529 -6.104 1.151
C -4.110 -8.473 0.834
F -3.005 -9.199 0.673
F -4.837 -8.885 1.892
F -4.963 -8.640 -0.213
H -0.750 -6.283 3.283
H -2.571 -5.976 3.461
H -1.468 -4.644 3.385
H -0.892 -5.366 0.943
H -2.516 -4.709 1.292
C 3.084 0.482 2.024
C 3.739 1.876 2.337
O 2.807 2.963 2.183
C 1.825 3.190 3.156
O 1.715 2.551 4.211
C 0.731 4.211 2.777
F -0.456 3.681 2.966
F 0.883 5.290 3.539
F 0.901 4.728 1.549
H 3.791 -0.339 1.902
H 2.397 0.594 1.186
H 2.525 0.219 2.922
H 4.588 2.057 1.678
H 4.169 1.901 3.338
C 1.725 4.483 -3.529
C 2.935 4.243 -4.426
O 2.986 5.014 -5.608
C 2.182 4.915 -6.632
O 1.213 4.142 -6.756
C 2.563 5.861 -7.801
F 3.187 5.128 -8.759
F 1.493 6.438 -8.396
F 3.393 6.866 -7.455
H 1.757 3.927 -2.592
H 0.731 4.311 -3.943
H 1.706 5.517 -3.184
H 2.792 3.182 -4.631
H 3.804 4.416 -3.791
C -0.158 -1.891 1.971
C -1.069 -1.682 0.744
O -0.527 -0.712 -0.131
C -0.636 0.626 0.070
O -1.222 1.130 1.063
C 0.157 1.515 -0.912
F 0.917 2.443 -0.279
F 0.955 0.834 -1.719
F -0.691 2.131 -1.771
H -0.391 -2.811 2.506
H -0.219 -1.080 2.697
H 0.884 -2.048 1.692
H -2.034 -1.346 1.124
H -1.105 -2.558 0.097
*
```

=====

Entry 4:
One molecule with the formula C6H6N2 at a distorted geometry, computed with ωB97M-V/def2-TZVPD.

Summary:
- Kohn-Sham gap (eV) = 9.080
- SMILES = C#CC(=C)/C=N\N=C
- HOMO level (eV) = -9.0
- relative energy (zero: lowest compared OMol25 entry of this formula, charge and spin) (kcal per mole) = 97.2
- largest force on an atom (eV/Å) = 2.51

The geometry in ORCA input format:
```
! wB97M-V def2-TZVPD RIJCOSX def2/J DEFGRID3
* xyz 0 1
C 0.093 2.129 -0.126
C 0.456 0.988 -0.065
C 1.040 -0.337 -0.107
C 2.370 -0.452 -0.017
C 0.147 -1.535 -0.057
N -1.115 -1.595 0.005
N -1.718 -0.525 -0.577
C -2.386 0.236 0.187
H -0.123 3.189 -0.174
H 2.962 0.485 -0.016
H 2.836 -1.412 -0.127
H 0.649 -2.479 0.090
H -2.965 1.032 -0.257
H -2.246 0.275 1.241
*
```

=====

Entry 5:
A 7-piece molecular cluster, C26H35Br2N5O2 overall at a distorted geometry, computed with ωB97M-V/def2-TZVPD.

Summary:
- Kohn-Sham gap (eV) = 8.487
- SMILES = c1cc[nH]c1.c1cc[nH]c1.c1cc[nH]c1.c1cc[nH]c1.c1cc[nH]c1.O=C1CCCO1.BrCCBr
- HOMO level (eV) = -7.8
- relative energy (zero: lowest compared OMol25 entry of this formula, charge and spin) (kcal per mole) = 0.0
- largest force on an atom (eV/Å) = 3.19

The geometry in ORCA input format:
```
! wB97M-V def2-TZVPD RIJCOSX def2/J DEFGRID3
* xyz 0 1
C 14.524 14.010 12.176
C 13.318 14.026 12.928
C 12.246 13.906 12.046
N 12.821 13.802 10.772
C 14.207 13.807 10.833
H 15.514 14.167 12.576
H 13.188 14.211 13.974
H 11.175 14.084 12.232
H 12.286 13.553 9.978
H 14.842 13.841 9.978
C 10.394 10.359 7.883
C 11.257 10.738 9.006
C 10.396 11.312 9.927
N 9.200 11.489 9.333
C 9.171 10.922 8.072
H 10.728 9.778 6.951
H 12.237 10.314 9.061
H 10.636 11.676 10.849
H 8.392 12.064 9.637
H 8.297 10.817 7.520
C 6.554 13.546 8.128
C 7.486 14.464 7.631
C 7.641 14.297 6.301
N 6.836 13.255 5.922
C 6.133 12.819 7.024
H 6.136 13.512 9.104
H 7.891 15.233 8.226
H 8.168 14.944 5.611
H 6.549 13.021 4.944
H 5.306 12.156 6.975
C 7.356 6.630 9.977
C 8.195 5.955 10.913
C 9.378 6.691 10.894
N 9.252 7.746 10.039
C 8.056 7.692 9.451
H 6.347 6.337 9.686
H 8.018 5.018 11.346
H 10.362 6.497 11.254
H 9.966 8.540 9.980
H 7.786 8.443 8.768
C 9.093 7.645 16.402
C 9.282 7.341 15.081
C 8.020 7.053 14.570
N 7.117 7.341 15.539
C 7.726 7.651 16.718
H 9.858 7.792 17.152
H 10.255 7.212 14.582
H 7.686 6.764 13.597
H 6.126 7.277 15.424
H 7.189 7.779 17.654
O 11.006 9.511 12.556
C 12.161 9.861 12.682
C 13.009 9.894 13.925
C 14.344 10.390 13.427
C 14.310 10.012 11.858
O 12.935 10.123 11.553
H 12.453 10.595 14.564
H 12.943 8.863 14.397
H 14.374 11.472 13.428
H 15.228 10.034 13.971
H 14.911 10.679 11.215
H 14.781 9.035 11.739
Br 9.289 12.132 14.186
C 8.002 10.700 14.152
C 7.666 10.420 12.770
Br 6.346 11.668 12.029
H 7.121 11.047 14.686
H 8.435 9.854 14.626
H 7.213 9.423 12.729
H 8.523 10.540 12.052
*
```

=====

Entry 6:
One molecule with the formula C3H9N3 at a distorted geometry, computed with ωB97M-V/def2-TZVPD.

Summary:
- Kohn-Sham gap (eV) = 9.297
- SMILES = C=C(NC)NN
- HOMO level (eV) = -8.3
- relative energy (zero: lowest compared OMol25 entry of this formula, charge and spin) (kcal per mole) = 96.3
- largest force on an atom (eV/Å) = 7.80

The geometry in ORCA input format:
```
! wB97M-V def2-TZVPD RIJCOSX def2/J DEFGRID3
* xyz 0 1
C -1.082 -1.412 -0.648
C -0.420 -0.328 -0.267
N 1.203 -0.400 -0.337
C 2.097 0.053 0.703
N -0.559 0.988 -0.408
N -2.031 1.295 0.302
H -2.160 -1.402 -0.733
H -0.555 -2.339 -0.827
H 1.616 -0.898 -1.118
H 1.613 0.732 1.412
H 2.983 0.582 0.333
H 2.436 -0.790 1.318
H 0.058 1.566 0.160
H -2.560 1.861 -0.365
H -2.638 0.492 0.475
*
```